Here is a structure of composition C21H39AsCeCl2N3S5 in a non-equilibrium geometry from OMol25. Energies are from ωB97M-V with the def2-TZVPD basis set.

Results
- 2S+1 = 2
- net charge = +2
- LUMO energy (alpha / beta) (eV) = -4.48 / -4.48

CARTESIAN COORDINATES (ANGSTROEM)
1 Ce -0.3637 0.3449 0.0152
2 As -3.1573 -1.5773 2.3005
3 Cl 4.2552 -1.3623 -1.2341
4 Cl 0.4160 -0.3517 2.4772
5 S -2.5377 -1.2952 0.3025
6 S 0.6335 1.7252 -2.6630
7 S -0.8452 2.9308 1.9474
8 S -2.3720 2.4001 -1.0899
9 S 2.0464 2.2500 0.4915
10 N -0.0319 -2.2391 -1.6975
11 N 0.9098 -4.4058 -3.3729
12 N 1.5922 -0.4031 -0.3153
13 C 1.7959 -3.2336 -3.0543
14 C 2.7791 2.6073 -1.1299
15 C -4.9792 -2.2113 2.2654
16 C -2.1940 -2.9316 3.2900
17 C 0.7159 3.8019 2.2986
18 C 2.0669 -0.8687 2.0454
19 C -0.8734 -3.3925 -1.9967
20 C -0.0634 -4.6631 -2.2639
21 C 4.5902 -1.7117 1.4180
22 C 0.9274 -2.0130 -2.7813
23 C 1.6650 3.9278 1.1170
24 C -3.1921 0.0379 3.3629
25 C -1.7084 4.2086 0.9685
26 C 1.7969 3.0610 -2.1958
27 C -1.5433 3.4914 -2.2982
28 C -0.7624 2.6957 -3.3273
29 C -2.8575 3.6202 0.1716
30 C 4.1937 -1.6770 2.7535
31 C 2.3861 -0.8386 0.6540
32 C 3.7207 -1.3284 0.4259
33 C 2.9147 -1.2538 3.0624
34 H 1.4688 -5.2369 -3.5630
35 H -3.5511 3.0887 0.8241
36 H -5.6087 -1.4883 1.7516
37 H 5.5901 -2.0341 1.1588
38 H -3.8205 0.7721 2.8629
39 H -2.3194 4.0730 -2.7962
40 H 2.3930 -3.4812 -2.1775
41 H -5.3364 -2.3511 3.2853
42 H -0.9751 4.6857 0.3205
43 H -0.8904 4.1737 -1.7561
44 H -2.0973 4.9523 1.6640
45 H -1.1904 -2.6109 3.5525
46 H -5.0205 -3.1590 1.7329
47 H 1.2183 3.9241 -1.8695
48 H 0.4914 -2.3802 -0.8377
49 H -2.1908 0.4421 3.5018
50 H 2.5783 -1.2264 4.0916
51 H 0.4520 4.7848 2.6871
52 H -2.1418 -3.8366 2.6883
53 H 0.3708 -1.7419 -3.6857
54 H 0.3877 -4.1902 -4.2242
55 H -0.7102 -5.4952 -2.5380
56 H -0.3783 3.3626 -4.0986
57 H 1.1835 3.2251 3.0969
58 H 0.5139 -4.9422 -1.3828
59 H 1.2462 4.5278 0.3090
60 H -2.7654 -3.1355 4.1956
61 H 1.5708 -1.1850 -2.4874
62 H -1.3966 1.9520 -3.8117
63 H 3.5509 3.3629 -0.9881
64 H 2.3451 3.3319 -3.0985
65 H -1.5561 -3.5825 -1.1698
66 H 2.4695 -3.0570 -3.8915
67 H 4.8729 -1.9733 3.5390
68 H 2.5890 4.3930 1.4610
69 H -1.4860 -3.1581 -2.8735
70 H -3.6242 -0.2073 4.3328
71 H 3.2525 1.6670 -1.4157
72 H -3.4099 4.4094 -0.3374


Here is a structure of composition C21H39Cl5N6OPtSSbSi3 in a non-equilibrium geometry from OMol25. Energies are from ωB97M-V with the def2-TZVPD basis set.

Results
- net charge = +3
- LUMO energy (eV) = -10.23

CARTESIAN COORDINATES (ANGSTROEM)
1 Pt -1.2636 0.4882 -0.0923
2 Sb 1.4716 -1.1891 -0.3567
3 Cl 0.8908 1.5268 -2.4493
4 Cl 1.4771 -0.0076 -5.0755
5 Cl -3.0041 -2.0345 -1.2912
6 Cl -0.2821 -2.4137 -5.8830
7 Cl -2.5743 -3.3414 -4.0156
8 S 0.8425 0.6746 0.9005
9 Si 0.4821 -3.1625 1.1644
10 Si 3.9573 -1.4296 -1.9074
11 Si 2.3305 2.5157 0.8246
12 O -2.6610 2.6527 -0.4903
13 N 0.3400 1.2874 5.0560
14 N -4.9273 2.5615 -0.4282
15 N -1.8659 1.4273 2.2968
16 N -3.5621 0.7274 0.2493
17 N -1.2064 1.6903 3.5100
18 N -4.5482 -1.1592 1.1501
19 C 1.6495 3.5311 2.2141
20 C -5.0023 3.9068 -1.0175
21 C -0.3951 -4.2623 -0.0414
22 C -6.0383 1.8570 -0.1059
23 C -0.5148 -1.6583 -4.3773
24 C -0.9171 -0.3994 -1.8365
25 C 2.3373 3.4666 -0.7639
26 C 3.9091 1.6112 1.2202
27 C 4.2456 0.2301 -2.6518
28 C -0.1345 0.9720 3.8595
29 C -3.6796 2.0137 -0.2368
30 C 2.1868 -3.7257 1.6929
31 C 0.2910 -0.5935 -3.9877
32 C -1.5508 -2.0704 -3.5234
33 C -1.7342 -1.4445 -2.2906
34 C -0.5335 -2.2695 2.4354
35 C -4.6689 0.0453 0.5808
36 C 4.9398 -1.9343 -0.4211
37 C 0.0843 0.0218 -2.7381
38 C 3.1993 -2.7535 -2.9546
39 C -5.9595 0.6132 0.4190
40 H 4.5882 2.2869 1.7460
41 H 2.3656 4.3344 2.4118
42 H 2.3315 -2.3788 -3.4945
43 H -6.0417 4.2197 -1.0141
44 H -2.0039 2.2968 1.7835
45 H 3.4883 0.4665 -3.3922
46 H -5.3707 -1.7110 1.3330
47 H -1.1762 -3.7206 -0.5608
48 H -1.6355 2.4057 4.0909
49 H 4.4179 1.2764 0.3158
50 H -6.8490 0.0730 0.7030
51 H 2.7933 4.4341 -0.5278
52 H -2.7853 1.0366 2.4660
53 H -6.9828 2.3553 -0.2772
54 H 1.3325 3.6719 -1.1315
55 H -0.0001 -1.4551 2.9323
56 H 5.0577 -1.1232 0.2982
57 H 2.7525 -4.1469 0.8598
58 H -0.0753 1.9615 5.6940
59 H -3.6645 -1.6365 1.1335
60 H 2.9333 3.0167 -1.5572
61 H 2.9364 -3.6446 -2.3825
62 H 4.3027 1.0234 -1.9086
63 H 1.5227 2.9600 3.1309
64 H 3.7439 0.7573 1.8812
65 H 3.9232 -3.0663 -3.7160
66 H 5.9472 -2.2098 -0.7554
67 H -0.8426 -2.9871 3.2023
68 H 2.7704 -2.9402 2.1778
69 H 0.7017 3.9995 1.9439
70 H 1.1176 0.7700 5.4241
71 H -0.8677 -5.1028 0.4738
72 H 5.2155 0.2054 -3.1638
73 H 0.2938 -4.6848 -0.7758
74 H -4.4042 4.5945 -0.4268
75 H 2.0785 -4.5246 2.4340
76 H -1.4281 -1.8501 1.9735
77 H -4.6224 3.8791 -2.0359
78 H 4.5247 -2.8138 0.0732


Here is a cluster of 5 separate species, C21H39F6O13 in total in a non-equilibrium geometry from OMol25. Energies are from ωB97M-V with the def2-TZVPD basis set.

Results
- net charge = -1
- LUMO energy (eV) = 2.70

CARTESIAN COORDINATES (ANGSTROEM)
1 F -10.1722 -23.3720 -5.4493
2 F 2.9291 -14.9131 -5.3738
3 F 3.2287 -16.0567 -3.5629
4 F -8.8123 -24.0928 -6.9248
5 F 1.3799 -14.9064 -3.9003
6 F -9.1117 -25.2597 -5.1372
7 O -2.6435 -21.6518 -5.4914
8 O -4.6427 -23.8225 -2.3534
9 O -6.9389 -23.9087 -4.4097
10 O 0.4443 -17.1141 -4.7862
11 O 2.3898 -17.7607 -5.6440
12 O -0.8100 -21.2048 -6.8299
13 O -1.6055 -25.1114 -3.6359
14 O -0.4992 -21.5619 -9.6861
15 O -7.7833 -22.0322 -5.1340
16 O -3.6914 -26.1746 -2.6426
17 O 0.9081 -23.8555 -9.3393
18 O -2.2831 -22.8707 -7.2761
19 O -3.3940 -21.3810 -9.9697
20 C 1.5923 -22.6533 -9.2572
21 C -9.0336 -24.0314 -5.6150
22 C -4.9116 -26.1856 -1.9318
23 C 1.6245 -25.0203 -8.9959
24 C -6.8481 -21.2244 -4.4316
25 C -1.9670 -21.9094 -6.5206
26 C -0.6628 -17.9921 -6.7887
27 C -1.1988 -20.5253 -10.3126
28 C -5.4945 -21.0608 -5.0673
29 C -0.6056 -24.7260 -4.5357
30 C 1.7102 -16.9229 -5.1321
31 C -4.5997 -21.3647 -9.2376
32 C -2.5438 -20.3099 -9.6102
33 C -4.3732 -22.5637 -1.8199
34 C 2.3230 -15.6724 -4.4364
35 C -1.3786 -26.2757 -2.8983
36 C -5.0477 -24.7484 -1.3929
37 C 0.8930 -21.5501 -10.0326
38 C -2.5200 -26.4305 -1.8938
39 C -7.8457 -23.3430 -4.9304
40 C -0.2506 -18.2240 -5.3629
41 H -1.4419 -20.8064 -11.3439
42 H -4.9955 -22.0197 -5.2620
43 H -7.2916 -20.2330 -4.3372
44 H -2.5057 -27.4409 -1.4802
45 H 0.4136 -24.7580 -4.1181
46 H -0.9050 -16.9451 -7.0176
47 H -2.4156 -25.5784 -1.2112
48 H -6.0982 -24.5577 -1.1082
49 H 0.9122 -21.7400 -11.1140
50 H 1.2506 -20.5306 -9.8586
51 H -5.0891 -20.3863 -9.2427
52 H -1.3853 -27.1896 -3.5131
53 H 0.2904 -19.1617 -5.2315
54 H -6.7001 -21.6696 -3.4444
55 H -4.8011 -20.5185 -4.4274
56 H 2.4183 -25.2754 -9.7083
57 H -2.9581 -19.3891 -10.0377
58 H -5.6734 -26.5237 -2.6352
59 H -4.5563 -24.6429 -0.4168
60 H -0.6450 -21.5933 -7.7231
61 H 1.7954 -22.3473 -8.2241
62 H -0.6508 -25.3747 -5.4189
63 H -0.7252 -19.5370 -10.2387
64 H -3.5725 -22.5318 -1.0677
65 H 2.5750 -22.7436 -9.7493
66 H -5.2050 -22.1619 -9.6716
67 H 0.0976 -18.2049 -7.5437
68 H -5.2516 -22.0654 -1.3905
69 H -1.1170 -18.3760 -4.7193
70 H -1.5689 -18.4829 -7.1395
71 H -5.4864 -20.6805 -6.0921
72 H -4.4416 -21.6979 -8.2047
73 H 0.9077 -25.8359 -9.0158
74 H -0.3799 -26.2379 -2.4453
75 H -5.0317 -26.8973 -1.1027
76 H 2.0508 -24.8306 -8.0067
77 H -0.8194 -23.6894 -4.7945
78 H -2.3465 -20.2594 -8.5378
79 H -3.9633 -21.9524 -2.6250


Record-wise E values, in eV: -179857.432, -140239.526, -65329.868
Record-wise energy above the lowest of the compared OMol25 structures with the same formula, charge and spin values, in kcal/mol: 16.6, 70.1, 0.0